No. 1
A cluster of 2 separate species, C6H7N in total at a distorted geometry. Source: OMol25; level of theory: wB97M-V/def2-TZVPD.

Computed properties:
Total energy in eV: -7817.253
Molar mass in g mol⁻¹: 93.13
Energy above the lowest of the compared OMol25 structures with the same formula, charge and spin in kJ/mol: 809.9
Total charge: 0
E_HOMO (alpha / beta) in eV: -8.48 / -8.20

Geometry as XYZ:
```
14
Properties=species:S:1:pos:R:3:forces:R:3:nbo_charge:R:1
C -2.3601 1.1272 0.4164 0.43 2.26 1.03 -0.194
C -1.1444 0.5584 0.2442 -2.37 1.20 0.15 -0.052
C -2.4116 -0.0484 -0.2779 1.89 0.44 0.89 0.311
C 0.9501 -0.8009 0.4375 -3.41 -0.73 -2.87 -0.414
C 0.9680 -0.0467 -0.8777 1.74 1.51 0.64 -0.428
C 0.2366 0.5216 0.3105 3.70 1.07 0.98 -0.011
N -3.0990 -0.9393 -0.7263 -2.46 -3.37 -2.92 -0.731
H -2.9220 2.0471 0.7588 0.91 -1.32 -0.29 0.237
H 0.2926 -1.6877 0.2957 0.57 0.58 1.01 0.222
H 1.8431 -0.9002 0.9190 1.99 -0.17 1.37 0.233
H 1.9594 0.4213 -1.1015 -1.29 -0.36 -0.07 0.236
H 0.3031 -0.2321 -1.6942 0.07 -0.66 -0.43 0.222
H 1.5202 1.9233 1.0971 -2.17 -1.87 -0.98 -0.008
H -2.8444 -1.7343 -1.3678 0.39 1.42 1.50 0.377
```
Positions in Å, forces in eV/Å.

=====

No. 2
A cluster of 2 separate species, C6H8N6O in total at a distorted geometry. Source: OMol25; level of theory: wB97M-V/def2-TZVPD.

Computed properties:
Total energy in eV: -17335.389
Molar mass in g mol⁻¹: 180.17
Energy above the lowest of the compared OMol25 structures with the same formula, charge and spin in kJ/mol: 279.0
Total charge: 0
E_HOMO (alpha / beta) in eV: -7.37 / -7.37

Geometry as XYZ:
```
21
Properties=species:S:1:pos:R:3:forces:R:3:nbo_charge:R:1
C -2.3193 2.2002 0.3173 0.76 -4.35 0.50 0.222
C 0.7372 -3.0080 1.0833 -1.10 2.11 -1.50 0.133
C -2.0565 0.1114 0.7660 0.76 -1.93 2.21 -0.089
C 2.1045 -1.4061 0.8441 0.05 1.58 -0.74 0.198
C 1.3766 1.2571 -2.7560 -0.81 0.93 -0.23 0.308
C 0.4739 0.2926 0.3611 1.53 2.01 -0.82 0.244
N -2.9588 1.1296 0.7170 -1.76 2.57 -1.07 -0.535
N 2.0468 -2.6227 1.2160 0.36 -2.92 0.94 -0.461
N -1.0167 2.0094 0.0354 1.51 1.52 -0.71 -0.434
N -0.0036 -2.0086 0.5759 -0.07 -1.31 1.01 -0.285
N -0.7389 0.7205 0.2941 -0.40 0.52 1.53 -0.112
N 0.8596 -1.0055 0.4661 -0.08 -0.12 0.41 -0.208
O 1.9306 0.7595 -1.8197 0.40 -0.33 -0.28 -0.533
H -2.7594 3.0978 0.1110 -1.04 2.28 -0.21 0.191
H 0.1562 -3.9203 1.2188 1.17 -0.13 0.33 0.220
H -2.1143 -0.2104 1.8885 1.25 -0.06 -1.91 0.230
H 2.9720 -0.7375 0.7157 -0.55 -0.61 0.35 0.223
H 0.4690 0.8319 -3.2346 0.32 -0.29 0.10 0.114
H -2.1730 -0.7314 0.1115 -0.77 -0.58 -0.13 0.222
H 1.6467 2.2630 -3.1439 0.24 -0.28 0.05 0.112
H 1.3673 0.9776 0.2324 -1.79 -0.63 0.16 0.241
```
Positions in Å, forces in eV/Å.

=====

No. 3
The molecule C13H15F3N2O2S at a distorted geometry. Source: OMol25; level of theory: wB97M-V/def2-TZVPD.

Computed properties:
Total energy in eV: -39787.272
Molar mass in g mol⁻¹: 320.34
SMILES string: O=C(NCC1CCCCC1)c1cnc(C(=O)C(F)(F)F)s1
Energy above the lowest of the compared OMol25 structures with the same formula, charge and spin in kJ/mol: 0.0
Total charge: 0
E_HOMO in eV: -9.96

Geometry as XYZ:
```
36
Properties=species:S:1:pos:R:3:forces:R:3:nbo_charge:R:1
O -0.5278 0.0108 3.0465 0.30 -0.43 -0.90 -0.605
C -0.4150 -0.3939 1.8864 -1.13 2.32 1.21 0.645
N -0.8615 0.3715 0.8258 1.39 -1.57 1.24 -0.610
C -1.5249 1.6435 0.9573 -0.90 0.43 -0.16 -0.211
C -1.1247 2.6061 -0.1704 0.15 -0.50 0.68 -0.231
C 0.3283 2.9829 0.0400 0.48 0.77 -0.82 -0.403
C 0.7750 3.9092 -1.0967 0.02 0.69 -0.05 -0.400
C 0.4630 3.4092 -2.5310 -0.23 -0.33 0.03 -0.406
C -0.1936 2.0011 -2.5077 -0.30 0.65 -0.22 -0.396
C -1.4030 2.0472 -1.5765 -0.30 0.50 -0.63 -0.408
C 0.1485 -1.7267 1.6516 -0.73 0.66 -1.47 -0.326
C 0.8508 -2.4469 2.5345 -0.24 -1.21 -0.06 -0.005
N 1.1280 -3.7210 2.1153 0.57 0.26 -0.06 -0.364
C 0.7337 -3.9118 0.8856 0.19 -0.95 1.03 -0.071
C 0.8964 -5.2433 0.1915 -2.28 2.03 -3.77 0.435
O 0.5895 -5.2569 -1.0206 1.23 -0.75 3.27 -0.451
C 1.1769 -6.5189 0.9727 0.07 -2.26 1.32 0.913
F 0.2314 -6.7051 1.9645 1.17 0.85 -0.92 -0.315
F 1.1162 -7.6445 0.2480 -0.34 0.79 -0.55 -0.298
F 2.4130 -6.5432 1.4972 -0.53 0.74 0.25 -0.300
S -0.1670 -2.5904 0.2158 0.54 -0.66 -0.34 0.488
H -0.7147 -0.0300 -0.0755 -0.08 0.17 -0.59 0.389
H -1.3548 2.1198 1.9391 0.26 -0.60 -0.40 0.239
H -2.5878 1.4178 0.9017 -0.38 0.30 0.04 0.192
H -1.7230 3.5098 -0.0708 -0.07 0.10 0.27 0.213
H 0.9825 2.1148 0.0376 -0.06 -0.30 0.16 0.200
H 0.4829 3.5116 0.9917 -0.16 -0.28 -0.15 0.219
H 1.8504 4.0751 -1.0459 0.03 0.13 0.26 0.208
H 0.2886 4.8941 -0.9417 0.29 -0.41 -0.08 0.196
H 1.4005 3.3690 -3.0953 -0.24 0.08 -0.09 0.210
H -0.2077 4.1551 -3.0284 0.42 -0.81 0.21 0.203
H 0.4832 1.2127 -2.1223 0.02 0.47 -0.50 0.192
H -0.5664 1.7358 -3.5263 0.55 -0.03 0.71 0.217
H -2.1844 2.6616 -2.0632 0.28 -0.23 0.23 0.210
H -1.8083 1.0526 -1.5465 -0.44 -0.60 0.23 0.194
H 1.0256 -2.0785 3.5156 0.47 -0.06 0.63 0.243
```
Positions in Å, forces in eV/Å.

=====

No. 4
A structure of composition C44H92Cl29GaO4P. Source: OMol25; level of theory: wB97M-V/def2-TZVPD.

Computed properties:
Total energy in eV: -480133.703
Molar mass in g mol⁻¹: 1814.05
Total charge: -1
E_HOMO in eV: -5.74

Geometry as XYZ:
```
171
Properties=species:S:1:pos:R:3:forces:R:3:mulliken_charge:R:1
C 3.0836 -4.6576 -4.4588 -0.03 -0.19 -0.08 -0.553
C 1.6216 -5.1241 -4.4824 0.28 0.11 0.28 -0.628
C 1.1195 -5.5798 -3.1095 -0.07 0.71 -0.43 -0.306
Cl 2.1445 -6.9807 -2.5741 -0.11 -0.13 0.14 -0.268
Ga 1.2147 -4.0543 -1.7455 0.39 -0.45 -0.04 -0.218
C 0.9411 -4.6145 0.1712 0.27 0.26 -0.44 0.089
C 2.2067 -4.4855 1.0500 -0.63 -0.41 0.22 -1.009
C 2.0946 -3.4231 2.1598 0.69 -0.28 -0.02 -0.421
C 2.8461 -2.1053 1.9257 -0.50 -0.08 -0.21 1.094
C 2.8126 -1.6739 0.4623 -0.27 -0.11 0.27 2.143
C 2.9961 -0.1874 0.2335 0.31 0.19 0.23 -0.982
C 4.4230 0.3638 0.4439 -0.23 -0.17 0.13 -1.071
C 5.5837 -0.6152 0.2961 0.21 -0.04 -0.40 -0.755
C 5.7989 -1.2604 -1.0917 -0.08 0.48 0.19 -0.720
C 5.2771 -0.4658 -2.2793 0.38 -0.21 -0.41 0.945
C 6.1720 0.6968 -2.6749 -0.43 0.43 -0.08 -0.830
C 5.6726 1.4389 -3.9247 0.24 -0.15 0.02 -0.651
O 4.9803 0.6072 -4.8416 0.04 0.23 -0.16 -0.439
C 3.5864 0.7926 -4.8805 -0.04 -0.21 -0.15 -0.640
P -0.5161 -2.4514 -2.2224 -0.01 -0.55 0.48 0.015
O -1.5290 -2.3708 -1.1343 0.01 -0.13 -0.37 -0.718
O -1.3003 -2.7081 -3.6363 0.22 0.45 -0.11 -0.382
O 0.0956 -0.9182 -2.3386 -0.10 -0.10 -0.80 -0.348
H 3.4554 -4.6881 -3.4446 0.14 -0.02 0.12 -0.104
H 3.7404 -5.2899 -5.0517 0.01 -0.07 -0.13 0.354
H 3.1934 -3.6292 -4.7964 0.03 0.10 -0.12 0.262
H 1.0047 -4.2775 -4.7849 -0.31 -0.05 -0.07 0.138
H 1.4753 -5.9251 -5.2075 0.01 -0.03 -0.19 0.427
H 0.1160 -5.9664 -3.2622 -0.10 -0.25 0.27 0.537
H 2.5763 -3.2614 -2.0036 -0.08 0.09 0.01 -0.030
H 0.1147 -4.0448 0.5928 -0.09 0.01 0.07 -0.484
H 0.6270 -5.6564 0.1458 -0.12 -0.11 -0.05 0.677
H 2.3315 -5.4462 1.5501 0.18 -0.12 0.04 0.427
H 3.0978 -4.3573 0.4386 0.18 0.18 0.03 0.391
H 2.4872 -3.8753 3.0727 -0.06 0.08 0.24 0.484
H 1.0375 -3.2313 2.3439 -0.10 0.09 -0.02 -0.206
H 2.3254 -1.3474 2.4996 0.04 0.33 0.26 -0.675
H 3.8568 -2.1608 2.3230 0.13 -0.02 -0.08 -0.520
H 3.5131 -2.2718 -0.1091 0.07 0.03 -0.20 -0.530
H 1.8252 -1.9379 0.0826 -0.11 -0.02 -0.12 -0.814
H 2.6315 0.0834 -0.7559 -0.01 -0.11 -0.17 -0.118
H 2.3414 0.3243 0.9420 -0.16 0.15 -0.04 0.657
H 4.5704 1.2054 -0.2325 0.06 0.13 -0.08 0.381
H 4.4915 0.7875 1.4466 0.03 0.01 0.14 0.525
H 5.5076 -1.4134 1.0308 -0.07 -0.04 0.17 0.087
H 6.4909 -0.0673 0.5538 0.09 0.08 0.10 0.530
H 6.8747 -1.3763 -1.2361 0.13 -0.17 -0.03 0.570
H 5.3906 -2.2619 -1.1489 -0.23 -0.09 0.22 0.015
H 4.2554 -0.1192 -2.1443 -0.12 -0.01 0.20 -0.919
H 5.2520 -1.1353 -3.1360 -0.13 -0.11 -0.11 0.653
H 6.1984 1.4321 -1.8678 0.24 0.02 0.12 0.222
H 7.1912 0.3599 -2.8546 0.10 -0.22 0.10 0.363
H 5.0606 2.2981 -3.6444 -0.24 -0.01 0.02 0.329
H 6.5345 1.8301 -4.4656 0.07 0.13 -0.05 0.372
H 3.3046 1.8428 -4.7933 0.08 0.08 0.10 0.364
H 3.2312 0.4356 -5.8448 0.02 -0.08 -0.13 0.315
H 3.0721 0.2146 -4.1093 -0.03 0.04 0.21 0.199
H -2.0694 -2.1146 -3.6558 0.06 -0.15 -0.10 0.157
H 0.6148 -0.8904 -3.1584 0.14 0.16 0.25 0.192
Cl 0.7448 2.6931 -4.1127 0.00 0.11 0.03 -0.234
C -0.4522 2.4440 -2.8035 -0.08 -0.11 0.08 0.097
C -1.7875 3.0579 -3.1154 0.13 -0.05 0.03 0.824
Cl -1.7463 4.8491 -3.0800 -0.02 -0.01 -0.03 -0.218
H -0.0342 2.8495 -1.8859 0.08 0.06 -0.05 0.477
H -0.5608 1.3682 -2.6833 -0.04 -0.08 0.00 -0.390
H -2.4852 2.7415 -2.3485 -0.09 0.07 -0.01 -0.538
H -2.1643 2.7486 -4.0853 0.02 0.07 -0.04 0.031
Cl 6.1598 -7.2374 -3.4439 -0.03 0.01 -0.02 -0.159
C 7.4645 -6.1011 -3.8626 0.09 -0.07 -0.02 -0.495
C 7.4867 -4.9035 -2.9481 0.07 0.10 0.04 -0.644
Cl 6.0635 -3.8646 -3.1816 0.13 -0.10 -0.10 0.006
H 7.3257 -5.8003 -4.8979 -0.06 0.02 0.00 0.285
H 8.4052 -6.6438 -3.7774 0.00 0.00 0.03 0.368
H 8.3672 -4.2977 -3.1595 0.00 -0.01 -0.04 0.333
H 7.5143 -5.2023 -1.9030 -0.06 -0.04 0.00 0.313
Cl -2.5026 0.1133 -5.0838 -0.04 0.10 0.01 -0.140
C -1.2841 0.5195 -6.3299 0.18 -0.02 -0.02 -0.123
C -1.8982 1.2460 -7.4964 -0.06 0.05 0.01 -0.662
Cl -2.9884 0.1960 -8.4399 0.02 0.05 0.05 -0.081
H -0.8066 -0.4065 -6.6395 -0.08 -0.06 0.02 0.424
H -0.5431 1.1548 -5.8471 -0.05 0.01 0.01 -0.086
H -1.1130 1.5837 -8.1702 0.04 -0.05 0.00 0.412
H -2.4691 2.1105 -7.1658 -0.03 -0.01 0.01 0.267
Cl 1.8478 0.6792 4.2617 0.05 0.17 0.07 -0.214
C 0.7235 -0.5303 4.9400 0.07 -0.08 -0.13 -0.356
C 0.5309 -0.3502 6.4198 -0.07 -0.12 -0.22 -0.313
Cl 2.0082 -0.7501 7.3536 0.01 0.06 0.08 -0.225
H 1.1134 -1.5159 4.6933 0.06 0.00 0.02 0.263
H -0.2258 -0.4146 4.4204 0.16 0.12 0.14 0.152
H -0.2515 -1.0169 6.7762 0.02 -0.03 -0.02 0.407
H 0.2546 0.6686 6.6585 0.08 0.06 0.02 0.252
Cl -3.9623 1.7052 -0.6942 -0.06 -0.11 -0.08 -0.102
C -4.8577 2.9804 0.1621 -0.10 0.02 0.00 -0.399
C -3.9204 3.9817 0.7774 -0.08 0.22 0.00 -0.066
Cl -2.9591 3.2868 2.1131 0.08 -0.01 0.01 -0.159
H -5.4925 2.5000 0.9035 0.09 -0.04 0.05 0.422
H -5.4884 3.4847 -0.5667 0.02 0.03 -0.06 0.018
H -4.4893 4.8134 1.1918 -0.03 -0.03 0.04 0.124
H -3.2247 4.3695 0.0358 0.02 -0.03 -0.02 0.130
Cl -6.4071 6.3579 -1.0605 -0.20 -0.08 0.06 -0.146
C -6.4158 6.5876 -2.8262 0.08 0.10 -0.06 -0.467
C -6.9741 5.3931 -3.5531 -0.04 -0.01 -0.08 -0.562
Cl -5.9043 3.9717 -3.4286 0.00 -0.03 0.04 -0.111
H -5.3946 6.7973 -3.1374 0.03 -0.06 0.04 0.282
H -7.0309 7.4624 -3.0296 -0.04 -0.02 0.01 0.344
H -7.0718 5.6267 -4.6119 0.04 0.00 -0.01 0.341
H -7.9495 5.1124 -3.1646 0.02 -0.04 0.05 0.325
Cl -4.2807 -1.0022 1.3706 -0.19 -0.01 0.21 -0.272
C -2.5400 -1.3715 1.1595 -0.16 0.15 0.21 0.209
C -2.0873 -2.4253 2.1266 0.08 0.06 -0.31 0.793
Cl -2.1018 -1.8178 3.8204 -0.25 -0.24 0.12 -0.206
H -1.9831 -0.4461 1.2866 -0.06 0.09 0.10 0.358
H -2.3938 -1.7226 0.1371 -0.12 0.05 0.35 -0.037
H -1.0631 -2.7155 1.8997 -0.02 0.08 0.02 -0.944
H -2.7176 -3.3085 2.0833 -0.05 0.02 0.11 0.457
Cl -5.1510 0.2372 -13.2759 0.01 0.00 -0.02 -0.200
C -6.2139 -0.9226 -12.4345 -0.10 -0.02 -0.01 -0.534
C -5.8767 -1.0547 -10.9723 0.00 0.02 0.03 -0.380
Cl -4.3008 -1.8407 -10.7138 0.02 -0.05 -0.23 -0.165
H -6.1339 -1.8779 -12.9461 0.07 0.00 -0.01 0.329
H -7.2322 -0.5525 -12.5402 0.00 0.03 0.02 0.331
H -6.6278 -1.6705 -10.4824 -0.01 -0.03 -0.02 0.305
H -5.8489 -0.0860 -10.4796 0.05 0.01 0.00 0.338
Cl -0.5930 0.7621 11.9716 -0.04 -0.03 0.03 -0.207
C 0.5092 1.2540 10.6579 0.14 0.00 0.00 -0.334
C -0.1848 2.1003 9.6240 0.08 0.06 -0.06 -0.471
Cl -1.3845 1.1656 8.6931 -0.18 0.09 0.15 -0.179
H 0.9271 0.3529 10.2163 -0.06 -0.03 -0.01 0.194
H 1.3150 1.8252 11.1152 -0.02 0.03 0.02 0.310
H 0.5497 2.4755 8.9126 0.02 -0.05 -0.01 0.287
H -0.6974 2.9451 10.0759 -0.05 -0.03 0.02 0.401
Cl 0.3475 1.9128 16.7523 0.02 0.01 -0.01 -0.189
C -1.0367 1.0069 16.0877 -0.10 0.03 -0.04 -0.076
C -1.1076 -0.3989 16.6262 -0.07 -0.02 0.00 -0.449
Cl 0.2352 -1.4091 16.0363 0.03 -0.02 0.02 -0.180
H -0.9488 1.0119 15.0042 0.07 -0.01 0.00 0.009
H -1.9370 1.5501 16.3692 0.00 -0.01 0.04 0.283
H -2.0307 -0.8695 16.2922 0.00 0.02 -0.04 0.285
H -1.0833 -0.4098 17.7127 0.06 0.01 0.01 0.330
Cl -2.3315 8.7449 1.9598 -0.02 0.00 0.01 -0.209
C -1.8832 7.1731 1.2427 0.05 -0.04 0.00 0.007
C -1.7489 7.2485 -0.2567 0.10 -0.03 -0.04 -0.390
Cl -3.3204 7.5186 -1.0603 0.17 0.05 0.10 -0.122
H -2.6325 6.4472 1.5441 -0.07 0.01 0.02 -0.133
H -0.9281 6.8850 1.6778 0.02 0.02 -0.02 0.337
H -1.3564 6.3075 -0.6401 -0.04 -0.03 0.01 0.102
H -1.0789 8.0510 -0.5538 -0.04 0.05 0.01 0.421
Cl -7.2712 3.3864 4.7468 -0.02 0.01 -0.02 -0.204
C -5.5002 3.3962 4.9657 0.06 -0.08 0.01 -0.153
C -4.9776 4.7727 5.2858 0.10 -0.08 0.05 -0.473
Cl -5.1286 5.8855 3.9020 -0.03 0.11 -0.04 -0.159
H -5.0472 3.0037 4.0592 -0.03 0.02 -0.02 0.025
H -5.2764 2.7204 5.7892 -0.02 0.02 0.02 0.321
H -3.9183 4.7095 5.5289 0.01 -0.02 -0.05 0.260
H -5.5048 5.2151 6.1269 -0.06 0.03 -0.04 0.388
Cl 6.0266 -2.4648 4.0081 0.13 0.02 0.03 -0.155
C 5.8165 -1.7725 5.6368 -0.07 -0.03 0.09 -0.486
C 5.2452 -0.3780 5.6021 -0.04 -0.03 0.04 0.052
Cl 6.3964 0.8143 4.9375 0.03 -0.01 -0.03 -0.208
H 6.7780 -1.7962 6.1438 0.04 0.01 -0.08 0.371
H 5.1267 -2.4290 6.1652 -0.05 0.04 0.00 0.273
H 5.0050 -0.0576 6.6140 0.02 0.00 0.01 0.313
H 4.3417 -0.3313 5.0034 -0.03 0.00 -0.07 -0.160
Cl -5.9618 -2.1686 -7.7852 -0.09 -0.03 0.16 -0.189
C -5.5002 -1.6260 -6.1481 0.08 0.05 0.04 -0.125
C -6.1331 -2.4615 -5.0680 0.06 -0.03 0.04 -0.397
Cl -7.9015 -2.2275 -4.9823 -0.01 -0.01 -0.01 -0.215
H -5.7760 -0.5790 -6.0560 -0.04 0.00 -0.03 0.291
H -4.4168 -1.7037 -6.0859 -0.02 -0.04 -0.03 0.015
H -5.7260 -2.1728 -4.1007 -0.01 0.04 0.01 0.267
H -5.9453 -3.5200 -5.2247 -0.04 -0.01 -0.03 0.357
```
Positions in Å, forces in eV/Å.